Here is C29H51AlF2NO11SSi as an isolated structure at a distorted geometry from OMol25. Energies are from wB97M-V/def2-TZVPD.

```
97
Properties=species:S:1:pos:R:3
C -3.2770 -2.7013 -0.6796
C -2.9936 -1.7131 -1.9941
O -3.2637 -0.2717 -1.6753
C -1.9615 0.2228 -1.2020
C -1.9867 1.7162 -0.5261
O -0.6335 2.3456 -0.4359
C 0.1706 1.6911 0.6260
Al 1.3798 0.1701 -0.0338
N 1.6041 0.4070 -1.9344
C 2.1659 1.6524 -2.0988
S 3.0936 3.1028 -2.1240
C 3.2424 0.1046 0.8232
F 4.0353 1.3058 0.4409
F 3.1173 0.0863 2.2988
C 4.0050 -1.2264 0.1930
C 4.7929 -2.1366 1.3059
Si 3.7071 -3.5994 2.0266
C 2.4343 -4.3077 0.7673
C 4.9453 -4.9843 2.5822
C 2.7590 -2.8042 3.5500
C 3.7550 -2.0141 4.6364
C 3.0794 -1.2689 5.9313
C 1.4494 -1.2917 6.1479
C 0.4838 -2.1017 5.0549
C 1.1136 -2.8828 3.7179
H -4.4389 -2.8388 -0.6370
H -2.8833 -2.1483 0.3000
H -2.6688 -3.7102 -0.7339
H -1.8242 -1.8263 -2.2050
H -3.5304 -2.0763 -2.9687
H -1.1113 0.2257 -2.0222
H -1.5708 -0.5184 -0.3517
H -2.5836 1.7611 0.4886
H -2.5967 2.4108 -1.2810
H -0.6157 1.3567 1.4572
H 0.8052 2.5695 1.1262
H 0.6128 -1.2004 0.3376
H 3.1733 -1.8648 -0.3598
H 4.7402 -0.8136 -0.6444
H 5.1898 -1.5095 2.2113
H 5.7055 -2.6854 0.7663
H 1.7526 -3.4618 0.2792
H 1.6718 -5.0734 1.2534
H 3.0015 -4.9110 -0.0907
H 4.4146 -5.8909 3.1300
H 5.4139 -5.4493 1.5902
H 5.8445 -4.5632 3.2028
H 4.9262 -1.9796 4.4463
H 3.7912 -0.7069 6.6741
H 0.9665 -0.7229 7.0698
H -0.6910 -2.1124 5.1779
H 0.4597 -3.4407 2.9180
C -8.9884 -3.4668 -6.2536
C -7.5776 -3.7907 -5.7935
O -6.6699 -2.7410 -6.1511
C -6.7031 -1.6416 -5.3596
O -7.4222 -1.4788 -4.3843
O -5.8222 -0.7365 -5.8539
C -5.8300 0.5116 -5.1658
H -9.0008 -3.2330 -7.3228
H -9.6600 -4.3094 -6.0657
H -9.3837 -2.5894 -5.7325
H -7.2307 -4.6972 -6.3019
H -7.5381 -3.9906 -4.7165
H -5.6966 0.3746 -4.0884
H -6.7622 1.0449 -5.3753
H -4.9965 1.1114 -5.5408
C 9.5598 5.0034 -3.4134
C 10.2653 4.3333 -2.2472
O 9.3767 4.1777 -1.1336
C 8.4965 3.1514 -1.2243
O 8.4055 2.3617 -2.1533
O 7.7100 3.1686 -0.1195
C 6.6707 2.1934 -0.1358
H 9.0991 5.9442 -3.0960
H 10.2632 5.2078 -4.2257
H 8.7558 4.3730 -3.8056
H 11.0897 4.9707 -1.9087
H 10.7010 3.3699 -2.5361
H 7.0663 1.1912 -0.3265
H 5.9212 2.4624 -0.8862
H 6.1914 2.1914 0.8467
C -4.7759 4.5442 1.8068
C -4.0704 3.8741 2.9731
O -4.9590 3.7185 4.0866
C -5.8392 2.6922 3.9960
O -5.9302 1.9025 3.0670
O -6.6257 2.7093 5.1008
C -7.6650 1.7342 5.0844
H -5.2365 5.4849 2.1242
H -4.0724 4.7486 0.9945
H -5.5798 3.9138 1.4147
H -3.2460 4.5115 3.3115
H -3.6346 2.9107 2.6841
H -7.2693 0.7319 4.8938
H -8.4145 2.0032 4.3340
H -8.1443 1.7322 6.0670
```

Net charge: -1
Energy: -85647.46276 eV
Frontier orbital gap: 7.47 eV
Spin multiplicity: 1